1.
A structure of composition C21H40Cl3N2O4PtSi at a distorted geometry, computed with wB97M-V/def2-TZVPD.

max |F|: 0.087 Eh/bohr
HOMO energy (spin up / spin down): -4.0 / -4.0 eV
E: -82289.0056 eV
⟨S²⟩: 2.0059
2S+1: 3
total charge: -1

Element x y z (Å)
C 2.4963 -2.4266 -1.2525
C 2.0057 -1.5742 -2.3888
H 1.9090 -3.3474 -1.1455
H 2.4121 -1.8952 -0.2990
H 3.5486 -2.7163 -1.4296
C 1.9761 -2.0546 -3.6477
C 2.2738 -3.4778 -3.9836
H 1.7522 -1.4094 -4.5047
H 1.6913 -4.1773 -3.3631
H 3.3353 -3.7030 -3.8092
H 2.0165 -3.6429 -5.0348
Pt 2.0467 0.8212 1.5611
Cl 3.1550 1.6795 3.3945
Cl 3.3355 1.9048 0.0950
C 0.1309 3.2484 2.7300
O -0.3769 2.2377 3.2185
N -0.5980 4.2640 2.2144
C -2.0413 4.1194 2.1696
C 0.0037 5.4907 1.7135
H 1.2292 3.3964 2.6749
H -2.3847 3.6169 3.0817
H -2.3538 3.5194 1.3002
H -2.4681 5.1224 2.0963
H 0.8854 5.7365 2.3172
H -0.7355 6.2931 1.8105
H 0.3207 5.4011 0.6620
H -0.5978 -5.1455 4.4393
H -1.0980 -3.9008 1.6281
C -1.6891 -5.1142 4.3016
C -2.0818 -4.1123 2.0710
N -2.0923 -3.9547 3.5216
H -2.1534 -5.0768 5.2958
C -1.9572 -2.7106 4.0466
O -1.8018 -1.6896 3.3658
H -2.8045 -3.4311 1.6171
H -2.0045 -2.6719 5.1492
H -2.0010 -6.0125 3.7614
H -2.3756 -5.1449 1.8646
O 0.8536 -0.1369 -0.8105
C 1.6554 -0.1304 -2.0237
C 0.3250 0.3165 -4.1676
C 1.2476 0.7438 -3.2094
H -0.1390 -0.6693 -4.0661
C -0.0312 1.1149 -5.2718
H 2.5733 0.2962 -1.5923
C 1.8639 1.9928 -3.3730
H -0.7535 0.7444 -6.0068
C 0.5556 2.3856 -5.4014
C 1.5196 2.7980 -4.4675
H 2.5851 2.3087 -2.6112
H 0.2977 3.0145 -6.2589
H 2.0286 3.7632 -4.5985
Si -0.9236 -0.2412 -0.7394
Cl -1.0786 -2.3691 -0.6864
C -2.0609 -0.3826 -2.2761
C -0.7136 1.7535 -0.9501
C -1.8121 0.3112 0.8514
H -1.9835 0.4458 -2.9977
H -3.0362 -0.3183 -1.7682
H -2.0157 -1.3375 -2.8291
H -2.4165 -0.4598 1.3273
H -2.5236 1.0641 0.5143
H -1.2576 0.8283 1.6515
H -0.4987 2.0234 -1.9846
H 0.1168 2.1714 -0.3678
H -1.6037 2.3282 -0.6808
C 0.8425 -0.2037 4.2882
O 0.8124 -0.1956 2.8741
H -0.1726 -0.0243 4.6256
H 1.5592 0.5358 4.6331
H 1.2028 -1.1838 4.5912
H 0.0727 -0.7495 2.5391

These are the Löwdin partial charges, in e, on atoms 1 to 2: number 1, C, carries -0.0656; number 2, C, carries -0.2319

=====

2.
The molecule C18H30N2O2, computed with wB97M-V/def2-TZVPD.

max |F|: 0.015 Eh/bohr
HOMO energy: -8.2 eV
SMILES string: CCCCCC(O)(CCCCC)C(=O)NNc1ccccc1
E: -26228.3231 eV
2S+1: 1

Element x y z (Å)
C 4.8642 3.3789 0.1483
C 4.6011 2.4364 -1.0205
C 3.9963 1.0993 -0.5923
C 2.5811 1.2328 -0.0356
C 1.9658 -0.1360 0.2550
H 1.8273 -0.6737 -0.6808
H 2.6471 -0.7147 0.8878
C 0.6118 -0.0266 0.9680
C 0.0263 -1.4140 1.3435
C -0.9092 -2.0891 0.3364
C -0.2761 -2.5375 -0.9815
C 0.8684 -3.5426 -0.8465
C 0.4352 -4.8652 -0.2233
H 1.2553 -5.5798 -0.2448
H -0.4019 -5.2883 -0.7744
H 0.1321 -4.7311 0.8121
H 1.2640 -3.7384 -1.8460
H 1.6805 -3.1139 -0.2570
H 0.0709 -1.6574 -1.5230
H -1.0652 -2.9933 -1.5850
H -1.3461 -2.9580 0.8343
H -1.7315 -1.4107 0.0988
H -0.5478 -1.2581 2.2624
H 0.8522 -2.0868 1.5852
C -0.3898 0.7201 0.0792
O -0.3904 0.6778 -1.1337
N -1.3015 1.4169 0.7859
N -2.2758 2.1926 0.1549
C -3.5452 1.6287 -0.0039
C -4.4002 2.1397 -0.9783
C -5.6906 1.6623 -1.0913
C -6.1470 0.6660 -0.2431
C -5.2990 0.1531 0.7228
C -4.0076 0.6299 0.8491
H -3.3514 0.2220 1.6034
H -5.6436 -0.6272 1.3858
H -7.1545 0.2907 -0.3377
H -6.3432 2.0652 -1.8518
H -4.0426 2.9107 -1.6453
H -1.9124 2.5952 -0.7057
H -1.1599 1.5685 1.7750
O 0.7477 0.7378 2.1655
H 1.4684 0.3553 2.6789
H 1.9558 1.7531 -0.7627
H 2.5943 1.8238 0.8818
H 4.6427 0.6365 0.1583
H 3.9684 0.4347 -1.4592
H 5.5451 2.2420 -1.5354
H 3.9299 2.9205 -1.7331
H 3.9353 3.6734 0.6295
H 5.5006 2.8988 0.8890
H 5.3646 4.2800 -0.1992

These are the Löwdin partial charges, in e, on atoms 1 to 2: number 1, C, carries -0.1148; number 2, C, carries -0.2695

=====

3.
A cluster of 2 separate species, C3H6BF2IO5PS2 in total, computed with wB97M-V/def2-TZVPD.

max |F|: 0.007 Eh/bohr
HOMO energy: -5.1 eV
E: -58621.1797 eV
2S+1: 1
total charge: -1

Element x y z (Å)
O -0.7978 -3.4288 1.9327
S -2.0149 -3.2965 1.1849
O -3.1804 -2.7682 1.8313
F -2.4181 -4.8141 0.8354
B -1.7607 -2.5734 -0.5679
I -0.3193 -0.8939 -0.4516
P -1.1488 -3.9571 -1.7978
S -2.5158 -5.0342 -2.7351
H -2.8131 -2.1736 -0.9538
H -0.2426 -4.7665 -1.0864
H -0.2564 -3.3174 -2.6763
C 2.2535 4.0618 -0.3239
C 1.1727 3.0541 0.0232
O 1.2634 2.9896 1.4342
C 1.8111 4.1439 1.8908
O 1.8419 4.4859 3.0228
O 2.3145 4.8641 0.8545
F 1.4220 1.8425 -0.5116
H 3.2045 3.5457 -0.4672
H 2.0241 4.6825 -1.1845
H 0.1602 3.3536 -0.2538

These are the Löwdin partial charges, in e, on atoms 1 to 2: number 1, O, carries -0.3524; number 2, S, carries 0.4997

=====

4.
The molecule C12H16BNO5S at a distorted geometry, computed with wB97M-V/def2-TZVPD.

max |F|: 0.058 Eh/bohr
HOMO energy: -8.5 eV
SMILES string: O=C(O)C[C@@H]1CC[C@H](NC(=O)Cc2cccs2)B(O)O1
E: -35946.0633 eV
2S+1: 1

Element x y z (Å)
O -2.2269 -0.9742 -0.7882
O 2.5253 2.2971 -0.1834
O 2.4010 -2.7419 0.0331
O 4.2001 0.8826 0.4903
O 2.8815 -1.0796 -1.6161
S -3.6352 1.0794 0.7509
B 1.9823 -1.6419 -0.7146
C -1.7550 -1.2646 0.2954
C 3.4093 1.4984 -0.4479
C -4.6297 1.9387 1.8170
C -4.7694 1.2384 3.0109
C -4.1179 -0.0319 2.9872
C -3.3666 -0.2481 1.8599
N -0.3981 -1.4668 0.3843
C -2.5623 -1.4592 1.5689
C 3.7008 1.1119 -1.8822
C 1.2316 0.6120 -2.4382
C 0.4787 0.3840 -1.1157
C 2.6924 0.0951 -2.3852
C 0.4679 -1.0970 -0.7227
H 3.3825 -2.8930 0.0157
H 3.9432 1.2058 1.3995
H -5.0733 2.8638 1.6147
H -5.2956 1.6109 3.8715
H -4.2399 -0.7258 3.8255
H 0.0541 -1.5066 1.3021
H -1.9099 -1.6073 2.4140
H -3.2437 -2.3243 1.5228
H 3.7559 1.9995 -2.5272
H 4.7004 0.6803 -1.9523
H 0.6855 0.0685 -3.1974
H 1.2807 1.6827 -2.6604
H 0.9398 0.9694 -0.3238
H -0.5319 0.7789 -1.2538
H 2.9628 -0.2355 -3.3944
H 0.0797 -1.6994 -1.5601

These are the Löwdin partial charges, in e, on atoms 1 to 2: number 1, O, carries 0.0285; number 2, O, carries 0.0858

=====

5.
A structure of composition C44H50AlN3O2Se at a distorted geometry, computed with wB97M-V/def2-TZVPD.

max |F|: 0.071 Eh/bohr
HOMO energy: -7.9 eV
E: -126951.3855 eV
2S+1: 1

Element x y z (Å)
Al -0.8000 -7.8265 19.5063
C -4.6645 -14.4585 21.2003
C -4.7944 -12.9562 21.3864
C -6.1615 -12.5824 20.6858
C -4.9091 -12.5558 22.9172
C -3.5681 -12.1578 20.7736
C -3.8410 -11.1629 19.8440
C -2.8060 -10.2648 19.4898
Se -3.0792 -8.7925 18.3324
C -1.8790 -8.9099 16.8184
C -2.0588 -9.8010 15.7582
C -1.3391 -9.5205 14.5580
C -0.4117 -8.4590 14.5224
C -0.1288 -7.6202 15.6158
C -0.8986 -7.8727 16.7650
O -0.6612 -7.2335 17.8801
C 0.6509 -6.3030 15.4556
C -0.1601 -5.1331 15.9501
C 1.0976 -6.0695 13.9867
C 1.9292 -6.2534 16.2926
C -1.6183 -10.4359 13.2754
C -0.3522 -10.5860 12.5110
C -2.6156 -9.6095 12.4472
C -2.2136 -11.7816 13.6447
C -1.5671 -10.3826 20.0582
O -0.6323 -9.5020 19.7291
C -1.2706 -11.4708 20.9541
C -2.2995 -12.3076 21.2701
C 0.1560 -11.6186 21.5025
C 0.2504 -12.9723 22.1406
C 0.4050 -10.4557 22.6030
C 1.2545 -11.6143 20.4638
H -5.5525 -15.0612 21.5330
H -3.7674 -14.8146 21.8292
H -4.4477 -14.7365 20.1677
H -6.9219 -13.3521 21.0370
H -6.1416 -12.7209 19.6248
H -6.5221 -11.5859 20.9996
H -5.6802 -13.2678 23.3270
H -5.2963 -11.5274 22.9971
H -3.9825 -12.6503 23.4214
H -4.8721 -11.0230 19.5708
H -2.8092 -10.5195 15.7778
H 0.1244 -8.2678 13.6099
H -1.1935 -5.2673 15.7276
H 0.3092 -4.2284 15.5282
H -0.0484 -5.1967 17.0439
H 0.1154 -5.9406 13.4591
H 1.6235 -6.8694 13.5348
H 1.6551 -5.1700 13.9959
H 1.6900 -6.1874 17.3478
H 2.5773 -5.4107 16.0679
H 2.5953 -7.1357 16.1117
H -0.0741 -9.7174 11.9081
H -0.5019 -11.3277 11.7188
H 0.4766 -10.8112 13.1617
H -2.1241 -8.7799 12.0024
H -3.4562 -9.2306 13.0219
H -3.0522 -10.3088 11.6807
H -1.7174 -12.3461 14.4352
H -2.1130 -12.4140 12.7923
H -3.2798 -11.6853 13.8648
H -2.1702 -13.1726 21.9588
H -0.3816 -13.1477 22.9993
H 1.2458 -13.1571 22.4365
H -0.0642 -13.7235 21.4351
H -0.3500 -10.6744 23.3924
H 0.1962 -9.4580 22.1321
H 1.4397 -10.4146 22.9786
H 1.0938 -12.3727 19.7249
H 2.1776 -11.7277 20.9821
H 1.3479 -10.7691 19.7888
N 2.4874 -2.9430 27.7551
C 2.3577 -3.3188 26.6550
C 1.9182 -3.9107 25.4172
C 1.4580 -3.2495 24.2826
C 1.0838 -4.0291 23.1954
C 1.0041 -5.4266 23.2910
C 1.5081 -6.0519 24.4167
C 1.9394 -5.2701 25.4833
C 0.4201 -6.1111 22.1461
C -0.9890 -6.3192 22.1011
C -2.0082 -5.8078 22.9698
C -3.2192 -6.0756 22.3769
C -2.9571 -6.6457 21.0913
N -1.6300 -6.7982 20.9823
C 1.3325 -6.6416 21.2162
C 2.7922 -6.6936 21.4660
C 3.2628 -7.5431 20.4818
C 2.1444 -7.9138 19.7013
N 1.0350 -7.4113 20.1616
H 1.4630 -2.1623 24.2852
H 0.7997 -3.5003 22.2443
H 1.3132 -7.1189 24.6374
H 2.3514 -5.7764 26.3016
H -1.8461 -5.4590 23.9370
H -4.1802 -5.8114 22.6962
H -3.6298 -7.0478 20.3635
H 3.3300 -6.1731 22.2461
H 4.2346 -7.8643 20.3256
H 2.2307 -8.6015 18.8222

These are the Löwdin partial charges, in e, on atoms 1 to 2: number 1, Al, carries 0.0637; number 2, C, carries -0.0828

=====

6.
A cluster of 16 separate species, H31O16 in total at a distorted geometry, computed with wB97M-V/def2-TZVPD.

max |F|: 0.040 Eh/bohr
HOMO energy: -6.4 eV
E: -33265.6213 eV
2S+1: 1
total charge: -1

Element x y z (Å)
O -4.1618 0.1091 0.7440
H -5.4720 -2.9824 2.0640
H -3.0909 -2.7957 -1.3529
O 4.1022 0.4502 0.8752
H -4.4897 0.7509 0.0953
H -3.7779 0.7282 1.3900
O -0.5403 5.2021 0.2035
H 4.8243 0.5233 1.4988
H -1.9186 -3.2027 -2.1473
O -2.6408 -3.6066 -1.6380
H 1.1812 -1.3020 -1.5758
H 3.4573 1.1335 1.0804
O -4.8850 -3.5902 1.5912
H 4.4583 -1.7269 -0.4991
H 3.3890 0.4605 -2.0669
O -0.0991 0.9933 0.5644
H -1.3868 0.9255 1.5926
H -0.2113 -1.6235 1.5199
O 1.1164 -5.8366 0.1943
H 1.2798 -6.1964 -0.6899
H 1.3666 -4.9074 0.1485
O -3.1176 3.0848 0.9551
H -3.0265 3.6948 1.6957
H 0.3478 5.5254 0.3835
O 1.1899 0.6337 -2.8380
H 0.4030 1.1203 -2.5299
O 4.3743 -1.5426 -1.4437
H -4.5170 -4.0410 2.3646
H 3.4096 -1.6838 -1.5261
O -1.9391 0.3943 2.2404
H -0.3689 4.3641 -0.2552
H -2.1409 -0.4647 1.8798
O 3.7720 1.3667 -2.0216
H 1.2443 -1.5341 -0.0810
H 1.3902 1.9716 1.5838
O -0.7394 2.5639 -1.8091
H 0.5800 -0.3937 1.3135
H 0.1735 0.7829 -0.3406
O 1.2961 2.9060 1.9014
H 4.3533 1.0041 -1.3178
H -1.0972 2.0954 -1.0279
O 1.6062 -1.9041 -0.9442
H 2.0374 1.1024 -2.7471
H -2.5688 2.3415 1.2380
O 0.7154 -1.3807 1.4435
H -1.5369 2.6760 -2.3394
H 0.4718 3.0529 1.4190

These are the Löwdin partial charges, in e, on atoms 1 to 2: number 1, O, carries -0.0841; number 2, H, carries 0.0327

=====

7.
A cluster of 2 separate species, C2H4ClFO2 in total at a distorted geometry, computed with wB97M-V/def2-TZVPD.

max |F|: 0.056 Eh/bohr
HOMO energy: -9.9 eV
E: -21471.0763 eV
2S+1: 1

Element x y z (Å)
C -1.2687 -0.2882 -0.6907
C 0.8515 0.5205 0.0492
O 1.4376 -0.6573 -0.0234
O -0.2698 0.7621 -0.5674
F 0.2695 -0.1362 2.1786
Cl 1.7754 1.8788 0.4465
H -1.7559 -0.3313 0.3079
H -0.7051 -1.0164 -1.2654
H -2.0869 0.0488 -1.2845
H 1.7524 -0.7808 0.8492

These are the Löwdin partial charges, in e, on atoms 1 to 2: number 1, C, carries 0.0303; number 2, C, carries -0.8175

=====

8.
A cluster of 3 separate species, C5H10O in total at a distorted geometry, computed with wB97M-V/def2-TZVPD.

max |F|: 0.113 Eh/bohr
HOMO energy: -8.5 eV
E: -7389.3862 eV
2S+1: 1

Element x y z (Å)
C -0.3147 0.7240 -2.5297
C -0.7522 1.0230 -1.3415
C 1.4055 -0.5015 0.6242
C -0.9987 -1.0264 0.8481
C 0.1037 -0.6846 1.4027
O 0.0984 0.2402 2.4321
H 0.2713 1.5200 -3.0617
H -0.0001 -0.3604 -2.7314
H -0.8370 2.1213 -1.1803
H 1.1445 0.2657 -0.1546
H 2.3243 -0.0866 1.1412
H 1.6286 -1.4996 0.2317
H -0.5872 0.3534 -0.0149
H -1.9434 -0.6873 1.3775
H -0.8438 -1.6224 -0.0537
H -0.6993 0.2213 3.0103

These are the Löwdin partial charges, in e, on atoms 1 to 2: number 1, C, carries -0.1652; number 2, C, carries -0.1535

=====

9.
The ion C3H6N3 with charge +1 at a distorted geometry, computed with wB97M-V/def2-TZVPD.

max |F|: 0.068 Eh/bohr
HOMO energy: -16.5 eV
SMILES string: C[N+]1=NN=CC1
E: -7668.4620 eV
2S+1: 1
total charge: +1

Element x y z (Å)
C 1.0804 -0.0261 -1.5453
C 0.3708 0.7101 -0.4932
C -1.0089 -0.1393 1.4057
N 0.1291 -1.5447 -0.3174
N 0.9230 -1.3041 -1.3561
N -0.2492 -0.3949 0.1512
H 1.6463 0.4196 -2.4204
H 1.0511 1.1642 0.2720
H -0.4007 1.3851 -0.8492
H -1.7024 0.8157 1.3530
H -1.4986 -1.0415 1.6316
H -0.3409 -0.0439 2.1681

These are the Löwdin partial charges, in e, on atoms 1 to 2: number 1, C, carries 0.0002; number 2, C, carries -0.0770

=====

What is the max |F| in the first record?
0.087 Eh/bohr